Below is a 2-piece molecular cluster, C28H25N5O6Si overall, with properties calculated with ωB97M-V/def2-TZVPD.

The geometry in XYZ format:
```
65
Properties=species:S:1:pos:R:3:forces:R:3
O -1.03081 -5.02951 1.13791 0.5 2.1 1.1
N -0.94316 -3.89148 1.63508 -3.3 -0.4 -1.8
O -1.89902 -3.06251 1.54124 2.4 -1.8 0.2
C 0.25920 -3.51794 2.31607 1.0 1.3 1.6
C 1.34253 -4.42804 2.16116 1.6 -0.1 1.2
C 2.51782 -4.30367 2.92043 -1.8 1.0 -0.3
N 3.53676 -5.32365 2.75193 1.5 -2.1 -1.1
O 4.44952 -5.50256 3.57563 -2.1 1.0 -1.2
O 3.39790 -6.01893 1.71654 0.4 1.2 1.9
C 2.64662 -3.13166 3.78588 1.9 -0.4 0.4
N 3.71971 -2.68076 4.47993 -1.8 -0.2 -0.9
O 3.31798 -1.44408 4.99057 -1.1 -0.4 -0.4
N 1.99969 -1.16596 4.62914 -0.8 -0.4 -0.3
O 1.44503 -0.13937 5.00620 1.0 -1.4 -0.5
C 1.55194 -2.24227 3.84758 1.3 1.0 0.8
C 0.34588 -2.38813 3.16583 0.0 -1.5 -1.0
H 1.22957 -5.26144 1.46458 0.1 0.3 0.4
H -0.41151 -1.64309 3.33324 -0.4 0.1 -0.3
C 0.05464 2.26593 1.99192 0.3 -0.5 0.1
C -0.45041 2.90901 0.85389 0.1 0.0 -0.4
C -1.44392 2.29052 0.08479 0.0 0.3 1.2
C -1.91605 1.03654 0.51322 1.2 -1.0 -0.9
Si -3.58906 0.50030 1.05209 -0.4 0.2 -0.7
C -4.51596 2.12763 0.91318 -0.3 -0.2 0.4
C -5.26949 2.33065 -0.25207 0.2 0.5 0.1
C -5.60585 3.63010 -0.64630 0.1 -0.2 0.2
C -5.22639 4.72049 0.13872 0.0 -0.3 0.0
C -4.58274 4.50670 1.35932 0.1 -0.3 0.2
C -4.23606 3.21270 1.76309 -0.2 0.3 -0.7
C -4.41743 -0.73166 -0.05344 -0.1 -0.2 -0.1
C -3.66048 -1.53043 -0.91871 -0.7 -0.1 -0.2
C -4.31193 -2.43239 -1.77004 0.1 0.1 0.2
C -5.70674 -2.55024 -1.74462 0.2 0.2 0.2
C -6.46069 -1.75582 -0.87357 0.3 0.2 0.2
C -5.81504 -0.84852 -0.02180 0.0 -0.6 -0.5
C -3.50713 -0.32847 2.77686 -0.6 -0.2 0.1
C -3.99307 0.54346 3.93674 0.3 0.1 0.1
C -3.34956 -0.07672 5.20051 -0.6 -0.2 0.3
C -2.20997 -0.98388 4.73014 -0.5 -0.5 -0.2
N -2.27107 -0.93665 3.26839 -0.2 0.0 0.0
C -1.05182 0.24346 1.29220 0.6 0.9 0.4
C -0.18894 0.89827 2.17803 0.5 0.3 -0.5
H 0.70767 2.77302 2.71096 -0.3 0.0 -0.4
H -0.10257 3.90943 0.59078 -0.1 -0.3 0.1
H -1.90670 2.79815 -0.76415 -0.1 0.1 0.5
H -5.56487 1.47406 -0.86465 0.2 0.4 0.1
H -6.15238 3.76775 -1.57433 0.1 0.1 0.1
H -5.43956 5.73324 -0.19688 0.0 -0.2 0.1
H -4.32868 5.34332 2.00694 -0.1 -0.1 -0.2
H -3.71175 3.05253 2.70919 -0.1 0.2 -0.5
H -2.57282 -1.43069 -0.92541 -0.3 -0.1 -0.1
H -3.71867 -3.04165 -2.45241 -0.2 0.1 0.1
H -6.20992 -3.26535 -2.39727 0.2 0.2 0.1
H -7.54630 -1.82716 -0.84967 0.2 -0.1 -0.1
H -6.39965 -0.20953 0.64791 0.1 -0.3 -0.2
H -4.25037 -1.11294 2.54994 -0.1 -0.1 0.5
H -3.60943 1.55752 3.80024 -0.1 -0.1 0.2
H -5.09064 0.59578 3.96610 0.4 0.0 0.1
H -3.00069 0.69178 5.88786 0.0 0.0 0.0
H -4.07655 -0.69893 5.73496 0.0 0.2 0.0
H -1.23724 -0.64827 5.10691 0.0 0.1 -0.1
H -2.34775 -2.01707 5.10365 0.0 0.3 0.0
H -2.10347 -1.80878 2.77452 -0.3 0.3 0.6
H -1.16064 -0.84306 1.27855 -0.2 0.6 0.3
H 0.23528 0.37363 3.03862 0.1 0.3 -0.5
```
Forces are in eV/Å.

Calculated values
2S+1 = 1
energy above the lowest of the compared OMol25 structures with the same formula, charge and spin = 36.7 kcal/mol
F_max = 3.8 eV/Å
Kohn-Sham gap = 5.259 eV
structure (SMILES) = O=[N+]([O-])c1cc([N+](=O)[O-])c2no[n+]([O-])c2c1.c1ccc([Si](c2ccccc2)(c2ccccc2)[C@@H]2CCCN2)cc1
total charge = 0
LUMO level = -2.88 eV

***

Below is C28H26BN5O6PSTa as an isolated structure, with properties calculated with ωB97M-V/def2-TZVPD.

The geometry in XYZ format:
```
69
Properties=species:S:1:pos:R:3:forces:R:3
Ta 0.68729 0.30583 1.65013 -5.9 3.2 -2.8
O -1.34317 -3.08740 1.98772 0.1 0.3 -0.1
C -0.61369 -2.40149 1.33048 -0.1 -1.1 -0.2
O -0.59915 -1.05794 1.41016 -0.5 -1.2 0.2
C 0.39353 -2.94029 0.32408 -0.1 0.6 -0.1
P 0.68248 -1.64272 -0.97557 0.4 -0.9 -0.4
C 2.21680 -2.25812 -1.78514 0.0 0.2 0.0
C 2.23360 -3.12217 -2.87827 0.0 -0.1 0.1
C 3.43789 -3.51163 -3.44443 0.0 -0.1 -0.1
C 4.63890 -3.04767 -2.92924 0.0 0.0 0.0
C 4.63197 -2.18363 -1.84511 0.1 0.0 0.1
C 3.43056 -1.78221 -1.28229 -0.1 -0.1 -0.1
C -0.61416 -2.09028 -2.19470 0.0 0.3 0.1
C -1.73838 -2.83854 -1.85218 0.1 0.0 0.0
C -2.73512 -3.07743 -2.78857 -0.1 0.0 0.0
C -2.63288 -2.56006 -4.06951 0.0 0.0 0.0
C -1.53044 -1.78795 -4.41245 0.0 0.0 0.0
C -0.53514 -1.54810 -3.48056 0.0 0.0 0.0
H 0.09285 -3.91018 -0.06014 -0.1 0.0 0.0
H 1.33857 -3.05085 0.85410 0.1 -0.1 0.0
H 1.30406 -3.49945 -3.28260 0.0 0.0 0.0
H 3.44052 -4.18017 -4.29616 0.0 0.0 0.0
H 5.57599 -3.35482 -3.37487 0.0 0.0 0.0
H 5.55889 -1.80610 -1.43253 0.0 0.0 0.0
H 3.44627 -1.10135 -0.44549 0.0 0.1 0.1
H -1.85604 -3.23784 -0.85327 0.0 -0.1 0.0
H -3.59821 -3.66801 -2.50922 0.0 0.0 0.0
H -3.41473 -2.74718 -4.79369 0.0 0.0 0.0
H -1.45141 -1.36645 -5.40635 0.0 0.0 0.0
H 0.32049 -0.94052 -3.75529 0.0 0.0 0.0
B -0.18099 2.84578 3.72915 0.0 0.0 -0.1
N 0.01757 1.47926 4.45153 0.0 0.0 0.2
C 0.06837 1.17631 5.74544 0.0 -0.2 0.0
C 0.14893 -0.20677 5.88396 0.0 -0.1 -0.1
C 0.14487 -0.69116 4.58846 -0.2 0.1 0.2
N 0.05890 0.34054 3.73473 0.5 -0.1 -0.3
N -1.29600 2.57404 2.68164 0.0 0.2 0.0
C -2.46866 3.18415 2.52387 -0.2 -0.1 -0.1
C -3.16620 2.55881 1.49845 0.0 0.1 0.0
C -2.31633 1.55283 1.06806 0.1 -0.1 0.1
N -1.18323 1.57448 1.78304 0.0 0.2 -0.1
H -0.57298 3.64755 4.52473 0.0 0.1 0.0
H 0.82762 3.16717 3.15568 0.1 0.0 0.0
H 0.03940 1.94694 6.49647 -0.1 0.1 -0.1
H 0.19539 -0.77997 6.79216 0.0 0.0 0.0
H 0.17900 -1.70591 4.22647 0.0 0.0 0.0
H -2.75018 4.01504 3.14825 0.1 0.0 0.1
H -4.14104 2.80917 1.11956 0.0 0.0 0.0
H -2.45444 0.81403 0.29743 0.0 0.0 0.0
C 0.95647 1.74807 -0.17269 -0.1 -0.4 0.7
C -0.18485 2.35686 -0.90476 -0.1 0.0 -0.1
C -0.55230 3.68304 -0.66932 0.0 0.0 0.1
C -1.62401 4.25826 -1.32431 -0.1 0.0 -0.1
C -2.35492 3.51860 -2.25440 0.3 -0.1 0.2
C -1.98858 2.19871 -2.51867 -0.1 0.1 -0.1
C -0.91965 1.63663 -1.85123 0.1 0.0 0.1
C -3.47207 4.11562 -2.91687 -0.3 0.1 -0.1
N -4.37664 4.60269 -3.43409 0.1 0.0 0.0
H 1.56089 2.54967 0.25907 0.0 -0.1 0.1
H 1.59204 1.19804 -0.87182 0.1 -0.1 0.1
H 0.00981 4.26744 0.04989 0.0 0.0 0.0
H -1.91036 5.28267 -1.12610 0.0 0.0 0.0
H -2.54899 1.62200 -3.24379 0.0 0.0 0.0
H -0.65748 0.60918 -2.05409 0.0 0.0 0.0
O 4.31070 -0.04751 1.90982 -0.2 0.1 -0.2
S 3.01825 -0.10968 2.49423 4.1 -0.9 2.0
O 2.10404 -1.03974 1.66879 0.2 -0.9 -0.2
O 2.23673 1.19344 2.23123 1.7 1.1 0.7
O 2.88274 -0.45156 3.87097 0.3 0.0 0.0
```
Forces are in eV/Å.

Calculated values
2S+1 = 1
energy above the lowest of the compared OMol25 structures with the same formula, charge and spin = 35.3 kcal/mol
F_max = 7.3 eV/Å
Kohn-Sham gap = 7.806 eV
total charge = 0
LUMO level = -1.07 eV

***

Below is C28H26BrCl4O2RuSb2 as an isolated structure, with properties calculated with ωB97M-V/def2-TZVPD.

The geometry in XYZ format:
```
64
Properties=species:S:1:pos:R:3:forces:R:3
Ru 0.07587 -0.65890 -1.63514 0.5 0.8 -0.4
Cl 5.58768 2.75585 0.18076 0.0 0.0 0.0
C 4.47137 1.49569 -0.06381 0.1 -0.2 0.0
C 4.93980 0.12788 -0.03154 0.0 0.2 0.0
Cl 6.59176 -0.16557 0.25408 0.0 0.0 0.0
C 4.07825 -0.91595 -0.23068 -0.2 -0.1 0.0
Cl 4.57873 -2.55099 -0.20021 0.0 0.0 0.0
C 2.70506 -0.65293 -0.48513 0.0 0.0 0.1
O 1.84364 -1.56857 -0.70336 0.0 0.1 -0.2
C 2.23328 0.72525 -0.49378 0.2 -0.1 0.1
O 0.98307 0.91030 -0.68886 0.0 0.0 -0.2
C 3.14912 1.78249 -0.28055 -0.1 0.0 0.1
Cl 2.54942 3.39138 -0.29417 -0.1 -0.1 0.0
Br -0.65993 -2.54495 -3.01502 -0.2 -0.2 0.0
C -0.01145 -1.86941 -4.68704 0.0 0.0 0.1
C -0.04337 -2.64786 -5.79739 0.0 0.0 -0.1
C 0.40257 -2.07114 -7.00812 0.0 0.0 0.0
C 0.81984 -0.77107 -7.03705 0.0 0.0 0.0
C 0.83236 0.02553 -5.86458 0.0 0.0 -0.1
C 1.23371 1.38436 -5.88060 0.0 0.0 0.0
C 1.20831 2.12854 -4.73775 0.0 0.0 0.1
C 0.81433 1.55243 -3.50828 0.0 0.0 -0.1
C 0.44576 0.22896 -3.43029 0.0 -0.2 0.1
C 0.42215 -0.53970 -4.63575 0.0 0.1 0.0
H -0.39720 -3.66948 -5.76534 0.0 0.0 0.0
H 0.39637 -2.66778 -7.90973 0.0 0.0 0.0
H 1.14271 -0.32604 -7.96995 0.0 0.0 0.0
H 1.55127 1.82353 -6.81846 0.0 0.0 0.0
H 1.50601 3.16867 -4.75959 0.0 0.0 0.0
H 0.81562 2.17392 -2.62279 0.0 0.0 0.0
C -2.34667 -3.13118 0.09650 0.1 0.0 0.0
Sb -1.49051 -1.21090 0.47514 -0.5 -0.4 0.6
C -0.10003 -1.76277 1.97939 0.1 0.1 0.0
C -3.15872 -0.43720 1.63688 0.0 -0.2 -0.3
C -2.89954 -0.57765 3.10485 0.0 -0.1 -0.1
C -3.07427 -1.82837 3.69964 0.0 0.0 0.0
C -2.77806 -2.04483 5.03428 0.0 0.1 0.0
C -2.29985 -0.98746 5.79670 0.0 0.0 0.0
C -2.15564 0.26527 5.22065 0.0 0.0 0.1
C -2.45924 0.49932 3.88024 0.0 0.2 0.0
C -2.33137 1.88056 3.31792 0.1 0.0 0.0
Sb -0.72167 2.10966 1.89718 0.2 0.0 0.0
C 0.84396 1.68155 3.31272 0.0 0.1 0.0
C -0.66089 4.24395 2.09056 0.0 0.0 0.0
H -2.79860 -3.52589 1.00448 0.0 0.0 0.0
H -1.56228 -3.81570 -0.22857 0.0 0.0 0.0
H -3.10545 -3.05685 -0.68147 0.0 0.0 0.0
H -0.63707 -2.22440 2.80659 0.0 0.0 0.0
H 0.44092 -0.88546 2.33435 0.0 -0.1 0.0
H 0.60189 -2.46151 1.52768 0.0 0.0 0.0
H -3.96071 -1.10474 1.31778 -0.1 0.1 0.0
H -3.37896 0.56992 1.29822 0.0 0.0 0.1
H -3.45560 -2.64758 3.09784 0.0 0.0 0.0
H -2.92684 -3.02109 5.47580 0.0 0.0 0.0
H -2.05857 -1.13292 6.84144 0.0 0.0 0.0
H -1.81695 1.09745 5.82774 0.0 0.0 0.0
H -2.13303 2.61164 4.10063 -0.1 -0.1 0.1
H -3.22805 2.19488 2.77880 -0.1 0.0 0.1
H 1.21882 2.61405 3.73316 0.0 0.0 0.0
H 1.67009 1.14892 2.84142 0.0 0.0 0.0
H 0.43610 1.06383 4.11428 0.0 0.0 0.0
H -1.07662 4.52231 3.05859 0.0 0.0 0.0
H -1.23621 4.71642 1.29693 0.0 0.0 0.0
H 0.37351 4.58234 2.03183 0.0 0.0 0.0
```
Forces are in eV/Å.

Calculated values
2S+1 = 5
energy above the lowest of the compared OMol25 structures with the same formula, charge and spin = 0.0 kcal/mol
F_max = 1.0 eV/Å
Kohn-Sham gap (alpha / beta) = 7.041 / 5.189 eV
total charge = +1
LUMO level (alpha / beta) = -3.46 / -5.34 eV